Entry from the Open Molecules 2025 dataset: the molecule C8H10N2O at a distorted geometry (ωB97M-V/def2-TZVPD).

Its relative energy (zero: lowest compared OMol25 entry of this formula, charge and spin) is 600.71 kJ/mol. Its structure (SMILES) is O[C@@H]1CN=C2C=CC=CN2C1. The calculation puts the LUMO energy at 0.3 eV. The largest force on an atom comes out at 0.1441 Eh/bohr. As for the charge: 0.

XYZ file:
```
21
Properties=species:S:1:pos:R:3:nbo_charge:R:1
O 2.91170 -1.43061 -0.35934 -0.7050
C 1.65767 -0.98007 0.02966 0.0224
C 0.76658 -1.79784 -0.93563 -0.2253
N -0.52595 -1.53963 -1.01744 -0.5159
C -0.98829 -0.47025 -0.39808 0.3876
C -2.44130 -0.22222 -0.15536 -0.3028
C -2.77028 0.98355 0.53513 -0.1437
C -1.87709 2.03510 0.80951 -0.3669
C -0.46664 1.80684 0.42902 0.0990
N -0.14055 0.73561 -0.24247 -0.3785
C 1.43605 0.45992 -0.04715 -0.2095
H 3.67636 -1.62003 0.52984 0.4737
H 1.33207 -1.32293 0.88151 0.1611
H 1.32746 -1.67641 -1.95253 0.1771
H 1.30692 -2.76799 -0.72414 0.2071
H -3.29072 -0.93125 -0.43906 0.2527
H -3.87402 1.26158 1.18157 0.2217
H -1.99925 3.01932 0.98627 0.2159
H 0.18441 2.54625 0.80794 0.2081
H 1.96700 1.08075 -0.84834 0.2257
H 1.80786 0.83030 0.92909 0.1957
```


Entry from the Open Molecules 2025 dataset: C32H45N4PdS2Si2Te as an isolated structure at a distorted geometry (ωB97M-V/def2-TZVPD).

The calculation puts the LUMO energy (alpha / beta) at -9.7 / -10.4 eV. The largest force on an atom comes out at 0.0299 Eh/bohr. As for the charge: +3.

XYZ file:
```
87
Properties=species:S:1:pos:R:3:mulliken_charge:R:1
Pd 0.18273 -0.33955 -0.53623 -0.4461
S 0.84773 -0.40265 6.81257 -0.1627
C 1.66043 0.94785 7.43617 -0.3461
C 2.10883 1.79655 6.45537 -0.5836
C 1.78843 1.35165 5.17207 -0.4429
C 1.09553 0.15535 5.16967 0.3405
C 0.63983 -0.62935 4.06137 0.8543
C 0.83483 -0.21535 2.72207 -1.0081
N 0.51103 -0.94335 1.68327 0.9415
C -0.06747 -2.15155 1.86207 0.2714
C -0.37517 -2.63025 3.16217 0.3778
C -1.07037 -3.86745 3.30817 -1.1351
C -1.43097 -4.59145 2.22447 -1.0686
C -1.08977 -4.16665 0.90417 0.8128
C -1.46927 -4.88445 -0.22873 -0.7147
C -1.11087 -4.42565 -1.49553 1.1479
C -0.32067 -3.25245 -1.55353 -1.3424
N 0.00903 -2.54015 -0.50563 -0.0742
C -0.37817 -2.95275 0.72427 -0.5311
C -1.54347 -5.06685 -2.69983 0.2073
C -2.29787 -6.21655 -2.84263 -0.4510
C -2.58787 -6.51755 -4.17593 -0.5794
C -2.06527 -5.60185 -5.05433 -0.3856
S -1.20787 -4.36055 -4.27313 -0.1087
C 0.00293 -1.85345 4.25477 -0.5908
H 1.77543 1.06435 8.49617 0.4796
H 2.64923 2.70275 6.66087 0.4158
H 2.05333 1.89695 4.28337 0.3897
H 1.27323 0.75295 2.51577 0.3433
H -1.32027 -4.19575 4.30557 0.5101
H -1.98947 -5.50685 2.33727 0.5091
H -2.06087 -5.77805 -0.11413 0.4706
H 0.03173 -2.90995 -2.51943 0.4871
H -2.63377 -6.82455 -2.02183 0.4040
H -3.16097 -7.37125 -4.48673 0.4333
H -2.14867 -5.60325 -6.12463 0.4627
H -0.19477 -2.20615 5.25497 0.5423
C -5.27477 0.69035 -0.84703 -1.0657
Si -3.48927 0.87685 -1.44483 -0.0260
C -3.39647 1.61155 -3.19433 -1.1316
C -2.48737 -0.75215 -1.44493 -0.7043
C -2.61897 1.95455 -0.06033 -0.9960
Te -0.51067 2.11455 -0.27173 0.7674
C -0.62257 3.50615 -1.86943 -0.6935
Si -0.15517 5.22105 -1.04513 0.1359
C -1.20757 5.45655 0.52337 -1.0512
C -0.47007 6.63075 -2.25983 -1.0372
C 1.70613 4.94015 -0.69033 -0.8588
H -5.84407 0.07225 -1.53303 0.3644
H -5.77087 1.65415 -0.80883 0.3635
H -5.35317 0.24345 0.13737 0.3764
H -3.99257 0.99515 -3.86333 0.3772
H -2.39347 1.65005 -3.61083 0.3642
H -3.82187 2.60965 -3.24373 0.3955
H -3.02887 -1.56465 -1.91793 0.5129
H -2.27457 -1.06535 -0.41113 0.1481
H -1.55307 -0.62075 -2.03043 0.2344
H -2.81267 1.51575 0.91617 0.5936
H -3.01407 2.96805 -0.06253 0.4531
H -1.63387 3.51705 -2.25653 0.2272
H 0.07353 3.26235 -2.66503 0.5582
H -2.26227 5.52945 0.27317 0.3603
H -0.94447 6.38865 1.01607 0.4106
H -1.08937 4.65765 1.25657 0.3695
H -1.52277 6.72575 -2.50523 0.3527
H 0.08463 6.52595 -3.18573 0.3638
H -0.16497 7.56785 -1.80443 0.3524
H 1.87813 4.00045 -0.16133 0.1368
H 2.12593 5.74065 -0.09123 0.4253
H 2.26453 4.91325 -1.62213 0.3084
N 5.50543 0.07905 -0.20423 -0.0569
C 4.82673 1.02405 -1.13083 -1.0495
C 3.31253 0.97905 -0.88383 -0.4142
N 2.76203 -0.35975 -1.03973 0.1993
C 3.44783 -1.28165 -0.14393 -0.4703
C 4.96633 -1.29825 -0.37193 -0.9653
H 5.35253 0.38365 0.76647 0.3883
H 6.52203 0.08855 -0.36443 0.3720
H 5.05403 0.71845 -2.15393 0.3906
H 5.20963 2.03375 -0.97833 0.4561
H 2.81383 1.66285 -1.57733 0.3976
H 3.09253 1.30805 0.13997 0.1411
H 2.84623 -0.67465 -2.00693 0.3482
H 3.04713 -2.28825 -0.28173 0.3450
H 3.22653 -0.97125 0.88427 0.2272
H 5.20073 -1.63045 -1.38443 0.3924
H 5.45053 -1.97275 0.33497 0.4810
```


Entry from the Open Molecules 2025 dataset: the molecule Br2O4S3 at a distorted geometry (ωB97M-V/def2-TZVPD).

Its relative energy (zero: lowest compared OMol25 entry of this formula, charge and spin) is 90.41 kJ/mol. The calculation puts the LUMO energy at -3.2 eV. The largest force on an atom comes out at 0.0737 Eh/bohr. As for the charge: 0.

XYZ file:
```
9
Properties=species:S:1:pos:R:3:nbo_charge:R:1
O -1.78465 0.57103 -0.77530 -0.7545
O 0.48337 0.38245 0.38224 -1.0175
O 2.02357 0.42992 -1.36956 -0.9105
O 2.15875 2.21192 0.44332 -0.8507
S -2.87120 -1.39178 1.03049 -0.1147
S -1.08014 -0.52614 -0.25405 1.4930
S 1.88126 0.92202 -0.03177 2.2994
Br -3.96251 -2.16536 -0.55493 0.0327
Br 3.15155 -0.43405 1.12955 -0.1772
```


Entry from the Open Molecules 2025 dataset: the molecule C6H18B2N2 at a distorted geometry (ωB97M-V/def2-TZVPD).

Its relative energy (zero: lowest compared OMol25 entry of this formula, charge and spin) is 118.20 kJ/mol. Its structure (SMILES) is CCB(C)NB(C)N(C)C. The calculation puts the LUMO energy at 0.6 eV. The largest force on an atom comes out at 0.0832 Eh/bohr. As for the charge: 0.

XYZ file:
```
28
Properties=species:S:1:pos:R:3:nbo_charge:R:1
C -3.63703 1.06446 -0.11645 -0.6032
C -2.93134 -0.24940 -0.53085 -0.7194
B -1.35331 -0.39190 -0.08606 0.8541
C -0.92288 -1.21987 1.26847 -0.9770
N -0.33425 0.15301 -0.78310 -1.1089
B 0.96307 0.46411 -0.16829 0.9970
C 1.03010 1.92687 0.44243 -0.9682
N 2.01925 -0.37408 -0.27092 -0.6675
C 2.10157 -1.64125 -1.00545 -0.4208
C 3.38022 -0.02877 0.16218 -0.3994
H -3.55420 1.86065 -0.86189 0.2045
H -3.26744 1.41925 0.88602 0.1960
H -4.67238 0.78389 0.20349 0.2073
H -3.32159 -0.96059 0.13011 0.2113
H -3.21212 -0.44666 -1.67242 0.2129
H -1.72259 -1.46623 1.98714 0.2287
H -0.18999 -0.67309 1.95295 0.2223
H -0.27109 -2.00007 0.95880 0.2346
H -0.61580 0.91732 -1.42513 0.4019
H 1.60899 1.83953 1.33979 0.2266
H -0.04494 2.17339 0.55321 0.2289
H 1.48464 2.62474 -0.17781 0.2331
H 2.90047 -1.88149 -1.81504 0.2057
H 2.04800 -2.46589 -0.22957 0.1933
H 1.26051 -1.72112 -1.61609 0.2175
H 4.04732 0.60588 -0.42481 0.1916
H 3.30310 0.61927 1.06466 0.2008
H 3.90372 -0.93194 0.23466 0.1963
```


Entry from the Open Molecules 2025 dataset: C34H31IIrN4O3 as an isolated structure at a distorted geometry (ωB97M-V/def2-TZVPD).

Its relative energy (zero: lowest compared OMol25 entry of this formula, charge and spin) is 125.57 kJ/mol. The calculation puts the LUMO energy at -3.5 eV. The largest force on an atom comes out at 0.0455 Eh/bohr. As for the charge: +1.

XYZ file:
```
74
Properties=species:S:1:pos:R:3:mulliken_charge:R:1
Ir -0.26265 1.16489 1.81705 0.7691
C -0.88412 1.27074 -4.81611 -1.2933
C 0.12067 0.16705 -4.61972 0.4950
C 0.76303 -0.41276 -5.70616 -0.7715
C 1.69604 -1.42667 -5.54398 -0.7745
C 1.97610 -1.90132 -4.27333 -1.0642
C 1.34315 -1.34520 -3.17201 -0.2790
C 0.44402 -0.29747 -3.34253 0.4837
N -0.24000 0.27695 -2.24055 0.2910
C 0.16823 0.39277 -0.95790 -0.5974
N 1.49227 0.38649 -0.73468 0.3977
C 2.22982 0.42996 0.47078 0.9466
C 1.62478 0.65546 1.69453 -0.8965
C 2.37511 0.59796 2.86023 -0.6080
C 3.74459 0.38389 2.80016 -1.1850
C 4.35304 0.23396 1.56298 -0.7872
C 3.61302 0.24558 0.38703 1.3722
C 4.29498 0.04818 -0.94236 -1.5929
N -0.71195 0.63123 -0.01156 0.3234
C -2.13282 0.56135 -0.13587 0.6275
C -2.85382 1.52238 0.58073 -0.6697
C -4.22900 1.60486 0.49819 -0.9164
C -4.91127 0.70069 -0.30205 -0.8149
C -4.21319 -0.32604 -0.91194 -0.9078
C -2.82456 -0.44387 -0.82874 0.9723
C -2.17102 -1.67954 -1.39832 -1.3901
H -1.02278 1.46886 -5.87628 0.4298
H -0.55039 2.19516 -4.33752 0.1580
H -1.86479 1.01542 -4.40128 0.2881
H 0.52785 -0.05615 -6.70145 0.4021
H 2.18972 -1.85186 -6.40706 0.4129
H 2.67677 -2.71365 -4.13439 0.4476
H 1.51389 -1.76294 -2.18709 0.7136
H -1.15915 0.64619 -2.42948 0.2862
H 2.05135 0.27853 -1.56725 0.3143
H 1.89273 0.70880 3.82848 0.5788
H 4.33258 0.34498 3.70697 0.4566
H 5.42404 0.08695 1.50820 0.3786
H 5.37049 -0.02342 -0.79777 0.4040
H 4.11434 0.88253 -1.62677 0.3933
H 3.97146 -0.87523 -1.43065 0.3461
H -2.31682 2.24573 1.19923 0.2495
H -4.76137 2.37396 1.04097 0.4720
H -5.98404 0.77413 -0.41727 0.4330
H -4.75791 -1.08793 -1.45674 0.5003
H -2.83853 -2.52966 -1.26116 0.6169
H -1.23253 -1.89753 -0.89297 0.0560
H -1.97606 -1.59309 -2.46935 0.3155
O -0.21314 -4.45234 1.11552 -0.7015
C -0.83707 -4.21843 2.28287 0.3793
C -1.31818 -5.31679 2.99600 -0.6956
C -1.93573 -5.13734 4.21469 -0.3610
C -2.09928 -3.85953 4.75233 -0.7937
C -1.65199 -2.76918 4.04215 -0.4026
C -1.01919 -2.92547 2.80220 0.1015
C -0.53123 -1.75322 2.05093 1.8973
O 0.10824 -1.87786 1.00277 -0.9822
O -0.82812 -0.58405 2.57385 -0.5961
H 0.09203 -3.58031 0.78737 0.3487
H -1.18146 -6.30033 2.56676 0.4636
H -2.29531 -6.00098 4.75938 0.3866
H -2.57175 -3.72978 5.71612 0.4215
H -1.78000 -1.77034 4.43510 0.4114
I -0.83594 3.72797 -1.34766 0.1933
C 0.10135 4.03563 0.66268 0.3891
C 0.43736 5.38651 0.69153 -0.5765
C 1.05352 5.87295 1.82941 -0.3504
C 1.27818 5.01067 2.89287 -0.8874
C 0.89646 3.69764 2.77543 -0.0485
N 0.31320 3.20042 1.66131 0.0003
H 0.22905 6.02681 -0.14864 0.4223
H 1.36472 6.90795 1.88049 0.4131
H 1.75726 5.34611 3.80120 0.4487
H 1.06169 2.99197 3.58014 0.3357
```


Entry from the Open Molecules 2025 dataset: C45H53AsBiN8O3SSeSi3 as an isolated structure at a distorted geometry (ωB97M-V/def2-TZVPD).

Its relative energy (zero: lowest compared OMol25 entry of this formula, charge and spin) is 185.22 kJ/mol. The calculation puts the LUMO energy at -2.9 eV. The largest force on an atom comes out at 0.0521 Eh/bohr. As for the charge: +1.

XYZ file:
```
116
Properties=species:S:1:pos:R:3:mulliken_charge:R:1
Bi -0.05760 0.29480 -0.97201 0.8350
C -4.42790 6.22658 3.94243 -1.5868
C -3.77540 5.39904 2.87276 0.9844
C -2.91525 4.35481 3.20661 -0.9349
C -2.33533 3.58381 2.21529 -0.1588
C -2.61835 3.85018 0.88687 -0.6974
C -3.44949 4.89912 0.53012 -0.2485
C -4.01863 5.67315 1.52675 -1.0245
S -1.86941 2.83406 -0.35475 1.7616
O -2.12577 3.43479 -1.64670 -0.7182
O -0.45141 2.71381 0.01593 -0.3152
N -2.37528 1.33419 -0.28596 0.7231
C -3.65850 0.97892 -0.66143 -0.2877
C -4.72038 1.85576 -0.81497 -0.6000
C -6.01291 1.40515 -1.11378 -1.0071
C -6.28452 0.07317 -1.25393 -0.8470
C -5.23389 -0.85830 -1.14807 1.0835
C -5.43263 -2.24813 -1.29472 -1.0939
C -4.35780 -3.09082 -1.27598 -1.2490
C -3.08546 -2.53587 -1.07094 -0.4029
N -2.85839 -1.26350 -0.86162 0.6175
C -3.91008 -0.40867 -0.89023 -0.1632
H -4.35812 5.73788 4.91225 0.3708
H -5.47791 6.40297 3.71125 0.3838
H -3.94029 7.20044 4.01788 0.3149
H -2.70517 4.13515 4.24603 0.4276
H -1.65684 2.78060 2.46013 0.3379
H -3.63966 5.09757 -0.51677 0.5868
H -4.66263 6.50163 1.26046 0.4179
H -4.54245 2.91342 -0.70186 0.2898
H -6.80658 2.13214 -1.22552 0.4187
H -7.28616 -0.27702 -1.46490 0.4209
H -6.43802 -2.62966 -1.42253 0.4323
H -4.46159 -4.15987 -1.40069 0.5543
H -2.20872 -3.16555 -1.06078 0.3650
Se -1.10915 3.52475 -4.17942 0.2867
N -0.47496 4.98118 -3.49990 -0.8347
C 0.50712 4.63675 -2.67359 0.6458
C 1.25600 5.50466 -1.85162 -0.7326
C 2.21188 4.94077 -1.05677 -0.9346
C 2.40477 3.53894 -1.06837 0.0030
N 1.75291 2.69742 -1.82713 0.2675
C 0.79590 3.22561 -2.62279 0.0462
N 0.03811 2.45760 -3.40612 -0.3523
H 1.05485 6.56711 -1.85952 0.4893
H 2.82877 5.55277 -0.41412 0.4480
H 3.14350 3.09914 -0.40490 0.2495
N 10.01464 0.87700 -0.94209 -0.4821
C 8.87945 0.82786 -0.77190 -0.1232
C 7.46412 0.76482 -0.58085 0.5213
C 6.91977 0.04219 0.47904 -1.0068
C 5.54884 -0.05442 0.61993 -0.3061
C 4.69926 0.57441 -0.29187 0.0194
C 5.25331 1.33407 -1.33144 0.0414
C 6.62187 1.42056 -1.48098 -0.8868
C 3.27744 0.41834 -0.25056 0.5072
C 2.07363 0.27067 -0.30171 -0.9112
H 7.57895 -0.45692 1.17577 0.4770
H 5.12961 -0.62875 1.43334 0.4543
H 4.58816 1.83724 -2.01980 0.5540
H 7.05598 1.98452 -2.29508 0.4922
C -1.12302 -5.36410 0.11590 -1.1851
Si -0.09516 -4.68736 -1.33896 0.5513
C -1.05185 -4.80142 -2.97291 -1.2265
C 1.33883 -5.91650 -1.55959 -1.2661
As 0.66404 -2.31564 -0.81711 0.4278
Si 1.79001 -2.02405 -2.95695 0.9150
C 2.88318 -0.54058 -3.31324 -0.9720
C 2.75554 -3.57775 -3.44882 -1.2360
C 0.23479 -1.75706 -4.01713 -1.0371
Si 1.56593 -2.98453 1.35849 0.9774
C 2.77352 -1.82294 2.23308 -1.0892
C 2.36376 -4.69982 1.46154 -1.3967
C -0.04964 -3.03286 2.36954 -0.8321
H -1.80513 -6.13516 -0.24736 0.5257
H -1.72334 -4.60979 0.62166 0.2954
H -0.48101 -5.82625 0.86561 0.3240
H -1.42437 -5.82058 -3.09505 0.4948
H -0.39343 -4.59335 -3.81692 0.3229
H -1.90770 -4.13074 -3.04266 0.3182
H 0.99676 -6.92036 -1.30123 0.4022
H 2.20005 -5.68519 -0.93565 0.2625
H 1.67912 -5.94735 -2.59301 0.4245
H 3.86002 -0.62882 -2.84243 0.2918
H 2.43649 0.40253 -2.99735 0.1389
H 3.03894 -0.49140 -4.39410 0.6031
H 3.25258 -4.02727 -2.58872 0.3356
H 3.52114 -3.32488 -4.18306 0.4814
H 2.10558 -4.33023 -3.89497 0.3245
H 0.03210 -0.68713 -4.11765 0.3529
H -0.65366 -2.22954 -3.59449 0.1966
H 0.37314 -2.15318 -5.02470 0.4226
H 3.79366 -2.18674 2.10431 0.3987
H 2.57021 -1.77820 3.30457 0.6038
H 2.72548 -0.81394 1.83850 -0.0950
H 3.25862 -4.76556 0.84045 0.3540
H 1.69075 -5.50366 1.16864 0.3712
H 2.67105 -4.88434 2.49263 0.4089
H -0.91339 -2.86637 1.72457 -0.1199
H -0.05404 -2.25877 3.13667 0.2661
H -0.18258 -3.99080 2.87353 0.5853
N -0.30856 0.45117 6.34407 -0.3036
C -1.19297 1.00838 5.48390 -0.3499
O -2.10514 1.73332 5.81222 -0.5875
C -0.90944 0.70359 4.03346 0.2028
C 0.26965 1.16799 3.45859 -0.9641
C 0.49319 0.94170 2.11487 -0.1492
N -0.36530 0.25005 1.36016 1.7439
C -1.51439 -0.17047 1.89997 0.0706
C -1.82474 0.03917 3.23032 -1.0081
H -0.42955 0.59814 7.33327 0.2688
H 0.40918 -0.18325 6.04382 0.1782
H 0.97487 1.74331 4.04242 0.5662
H 1.38127 1.30863 1.62070 0.1444
H -2.18194 -0.69128 1.23294 -0.3359
H -2.76931 -0.30278 3.62957 0.6789
```


Q: What is the charge in the fifth record?
A: +1